Model a:
16
Properties=species:S:1:pos:R:3:lowdin_charge:R:1 method="wB97M-V/def2-TZVPD" homo_energy_ev=-8.515 gap_ev=8.720 lumo_ev=0.205 charge=0
C 0.2519 0.3817 1.1041 -0.218
C -0.0154 0.6984 -0.9338 -0.354
C 1.0878 -1.7533 0.4289 -0.235
C 0.2974 -1.0297 1.2872 -0.074
C -1.1824 0.2619 -1.4224 0.041
O -0.6898 1.1313 1.7206 0.053
O 0.5284 1.9262 -1.1918 0.009
O 1.7300 -1.1674 -0.5284 -0.037
H -1.4986 0.6149 1.8310 0.119
H -0.0852 2.4758 -1.6993 0.106
H 0.9948 -0.2287 -0.7919 0.092
H 1.1765 0.9389 1.0176 0.147
H 1.1243 -2.8429 0.4699 0.121
H -0.3895 -1.5178 1.9665 0.108
H -1.5492 -0.7116 -1.1222 0.061
H -1.7811 0.8224 -2.1360 0.061

Model b:
16
Properties=species:S:1:pos:R:3:lowdin_charge:R:1 method="wB97M-V/def2-TZVPD" homo_energy_ev=-8.868 gap_ev=9.498 lumo_ev=0.630 charge=0
C 0.7041 -0.5316 -0.0191 -0.300
C -1.8603 1.2215 1.0037 0.029
C 0.9008 -1.5981 -1.0503 -0.036
C -1.3434 0.1126 0.1444 -0.372
C 1.7276 0.7466 0.0003 -0.256
O -0.0046 0.6439 -0.5162 -0.090
O -1.9351 -0.8343 -0.2741 0.158
O 2.2776 1.1034 1.0280 0.020
H 0.5807 -0.7708 1.0334 0.153
H 2.1101 1.0128 -0.9951 0.143
H -1.8309 0.9530 2.0614 0.100
H -1.2862 2.1339 0.8394 0.094
H -2.8981 1.4306 0.7323 0.099
H 1.6913 -2.2862 -0.7399 0.089
H -0.0233 -2.1583 -1.2291 0.078
H 1.1897 -1.1791 -2.0188 0.090

Model c:
16
Properties=species:S:1:pos:R:3:lowdin_charge:R:1 method="wB97M-V/def2-TZVPD" homo_energy_ev=-9.688 gap_ev=10.705 lumo_ev=1.017 charge=0
C 1.5213 -0.3364 -0.1499 -0.143
C 1.2117 1.2753 0.0763 0.000
C -0.2556 0.9404 -0.0122 -0.377
C -1.8776 -0.3712 -0.1774 -0.008
C -0.6445 -0.9243 0.4239 -0.475
H 2.2536 -0.4125 -0.9042 0.101
H 2.0765 -0.7201 0.7758 0.142
H 1.7026 1.4479 1.0668 0.134
H 1.5196 1.7767 -0.7896 0.090
H -0.2100 0.3980 -0.9948 0.149
H -2.0808 -0.4617 -1.2149 0.121
H -2.8623 -0.6196 0.3337 0.157
H -1.0291 -1.9040 0.8547 0.182
O -1.6145 1.1616 -0.1268 -0.028
O 0.4849 -1.3170 -0.3428 -0.069
O -0.1958 0.0669 1.1814 0.024

Energy above the most stable structure, in kcal/mol: model a 15.7; model b 0.0; model c 72.8